DFT (ωB97M-V/def2-TZVPD) results for a single C2HF2P molecule in a non-equilibrium geometry.

```
! RIJCOSX wB97M-V def2-TZVPD def2/J DEFGRID3
* xyz 0 1
C 0.8678 0.2705 -0.0467
C -0.4339 0.5010 0.1419
F 2.1589 0.4809 0.5269
F -0.9081 -1.5702 0.1929
P -0.2834 -0.7945 -1.0414
H -1.4012 1.1124 0.2264
*
```

The calculation puts the gap between HOMO and LUMO at 10.8 eV. Its total energy is -617.7853 Ha. For the HOMO energy, the calculation gives -10.31 eV. Its energy above the lowest of the compared OMol25 structures with the same formula, charge and spin is 1.700 eV. Its SMILES is FC1=P(F)=C1.

DFT (ωB97M-V/def2-TZVPD) results for a molecular structure, C5H13N in a non-equilibrium geometry.

```
! RIJCOSX wB97M-V def2-TZVPD def2/J DEFGRID3
* xyz 0 1
C 0.5841 0.4873 -1.5244
C -0.5586 -0.2183 -1.2142
C -0.5789 -1.5353 -0.5835
C -0.6993 1.0882 -0.1850
C 0.3171 1.5626 0.8332
N 0.8179 -1.3945 1.6799
H 1.5472 0.1773 -1.1375
H 0.6208 1.1727 -2.3667
H -1.3522 -0.1461 -1.9591
H -0.1519 -2.3285 -1.1922
H -1.5730 -1.8969 -0.4013
H 1.0215 -2.3157 2.0341
H -1.1476 1.9011 -0.7298
H -1.5813 0.6694 0.3209
H -0.1976 2.1395 1.5983
H 1.0848 2.2018 0.3852
H 0.8826 0.7626 1.3054
H 0.1953 -1.4844 0.5970
H 0.7693 -0.8429 2.5396
*
```

The calculation puts the gap between HOMO and LUMO at 5.8 eV. Its total energy is -252.8175 Ha. For the HOMO energy, the calculation gives -6.45 eV. Its energy above the lowest of the compared OMol25 structures with the same formula, charge and spin is 6.684 eV.

DFT (ωB97M-V/def2-TZVPD) results for a molecular structure, C49H47CaN4O7PS in a non-equilibrium geometry.

```
! RIJCOSX wB97M-V def2-TZVPD def2/J DEFGRID3
* xyz -2 1
Ca 1.1298 0.3513 0.0092
C -0.0821 3.0180 2.1784
N 0.8283 1.9117 1.9770
C 1.5250 1.5117 2.9793
C 2.4621 0.4447 2.8985
C 3.2884 -0.0541 3.9159
C 4.0194 -1.0887 3.3307
C 3.5871 -1.1576 1.9945
N 2.6539 -0.2433 1.7220
C -1.2363 2.7662 3.1206
C -1.7664 3.8053 3.8771
C -2.8722 3.6074 4.6930
C -3.4592 2.3544 4.7696
C -2.9268 1.3073 4.0268
C -1.8267 1.5063 3.2060
H -0.5001 3.2754 1.1995
H 0.4552 3.9196 2.5093
H 1.4236 1.9984 3.9621
H 3.3397 0.3086 4.9329
H 4.7746 -1.7073 3.7924
H 3.9403 -1.8216 1.2172
H -1.2978 4.7829 3.8315
H -3.2658 4.4301 5.2788
H -4.3189 2.1895 5.4082
H -3.3691 0.3200 4.0906
H -1.4087 0.6907 2.6247
O 0.8890 1.8515 -3.5556
S -0.0022 1.4175 -2.5103
O -0.0611 -0.0181 -2.2742
O 0.1855 2.0828 -1.2135
C -1.6345 1.9517 -3.0464
C -1.6718 2.9201 -4.0434
C -2.8856 3.4319 -4.4874
C -4.0686 2.9551 -3.9459
C -4.0184 1.9701 -2.9677
C -2.8068 1.4666 -2.4996
P -2.7357 0.1156 -1.2537
C -2.8712 -1.3653 -2.3068
C -3.4164 -1.3923 -3.5854
C -3.5044 -2.5870 -4.2847
C -3.0408 -3.7650 -3.7153
C -2.4755 -3.7425 -2.4477
C -2.3843 -2.5447 -1.7558
C -4.4000 0.1804 -0.4917
C -5.3977 -0.7600 -0.7261
C -6.6025 -0.7026 -0.0361
C -6.8325 0.3058 0.8837
C -5.8427 1.2523 1.1245
C -4.6347 1.1798 0.4553
H -0.7348 3.2629 -4.4525
H -2.8996 4.1981 -5.2531
H -5.0262 3.3383 -4.2775
H -4.9428 1.5851 -2.5554
H -3.7651 -0.4732 -4.0434
H -3.9269 -2.5940 -5.2821
H -3.0989 -4.6952 -4.2668
H -2.0792 -4.6473 -2.0046
H -1.9136 -2.5202 -0.7826
H -5.2352 -1.5430 -1.4552
H -7.3621 -1.4512 -0.2250
H -7.7710 0.3483 1.4225
H -6.0001 2.0327 1.8566
H -3.8568 1.8999 0.6829
O 0.6525 -2.3408 0.3949
C -0.2809 -1.8625 1.0501
O -0.6044 -0.6419 1.1120
C -1.1476 -2.8175 1.8628
C -2.3081 -2.3632 2.4775
C -3.1304 -3.2313 3.1859
C -2.7943 -4.5694 3.3018
C -1.6259 -4.9948 2.6887
C -0.7921 -4.1573 1.9683
N -1.2679 -6.4221 2.8062
O -2.0052 -7.1421 3.4615
O -0.2590 -6.8083 2.2562
H -2.5527 -1.3122 2.3760
H -4.0384 -2.8637 3.6470
H -3.4098 -5.2707 3.8427
H 0.1067 -4.5068 1.4832
C 7.9320 -0.8243 -2.0884
C 6.4432 -0.8976 -1.8344
C 5.7923 -2.1211 -1.9349
C 4.3984 -2.1320 -1.7764
C 3.6193 -3.4177 -1.8752
C 3.7414 -0.9604 -1.5072
C 4.3519 0.3106 -1.2862
C 5.7664 0.2728 -1.5258
N 3.5420 1.2998 -0.9104
C 3.9675 2.6906 -0.8356
C 2.8758 3.4313 -0.0553
C 5.2737 3.0117 -0.0678
C 4.0604 3.2967 -2.2442
H 8.3748 -1.8222 -2.1123
H 8.4405 -0.2457 -1.3129
H 8.1491 -0.3414 -3.0458
H 6.3362 -3.0312 -2.1657
H 4.2008 -4.1897 -2.3857
H 2.6838 -3.2759 -2.4187
H 3.3512 -3.7935 -0.8850
H 2.6652 -0.9838 -1.4655
H 6.3650 1.1620 -1.4415
H 2.8187 3.0410 0.9605
H 1.9037 3.3016 -0.5285
H 3.0909 4.5054 -0.0077
H 5.3601 2.3904 0.8270
H 5.2518 4.0606 0.2457
H 6.1679 2.8846 -0.6711
H 3.1162 3.1498 -2.7757
H 4.8500 2.7936 -2.8107
H 4.2953 4.3661 -2.2052
*
```

The calculation puts the gap between HOMO and LUMO at 4.2 eV. Its total energy is -4058.4569 Ha. For the HOMO energy, the calculation gives -0.78 eV. Its energy above the lowest of the compared OMol25 structures with the same formula, charge and spin is 0.807 eV.

DFT (ωB97M-V/def2-TZVPD) results for a molecular structure, C3H6BCuFO6 in a non-equilibrium geometry.

```
! RIJCOSX wB97M-V def2-TZVPD def2/J DEFGRID3
* xyz 2 2
C 2.3181 -0.2514 -0.0875
C 1.7079 0.9744 0.5182
F 2.6536 1.6855 1.0976
O 1.1783 1.8883 -0.5318
C 0.0510 1.6738 -1.0597
O -0.1427 2.0322 -2.2477
O -1.0568 1.2210 -0.4596
O -1.2441 -0.1862 -0.6802
B -2.2595 -0.6461 0.2236
O -2.9664 -1.7840 -0.1736
O -2.5956 -0.0392 1.3486
H 3.0397 -0.0040 -0.8550
H 2.8460 -0.7482 0.7170
H 1.5508 -0.9281 -0.4443
H 0.9532 0.7422 1.2598
H -2.4321 -2.3138 -0.7831
H -1.8781 0.4124 1.8024
Cu -1.7231 -3.7288 0.3556
*
```

The calculation puts the gap between HOMO and LUMO (spin up / spin down) at 9.8 / 7.5 eV. Its total energy is -2333.7426 Ha. For the HOMO energy (spin up / spin down), the calculation gives -20.14 / -20.10 eV. Its energy above the lowest of the compared OMol25 structures with the same formula, charge and spin is 0.368 eV.

DFT (ωB97M-V/def2-TZVPD) results for a molecular structure, C4H8N2O.

```
! RIJCOSX wB97M-V def2-TZVPD def2/J DEFGRID3
* xyz 0 1
C 1.8372 -0.0646 0.5027
C 1.2308 -0.7081 -0.7125
O 0.2082 -1.6374 -0.2327
C -0.8920 -0.8983 -0.0584
N -1.9415 -1.1495 0.5948
C -0.6704 0.4016 -0.8025
N -0.8287 1.5583 -0.0473
H 1.1220 0.3206 1.2485
H 2.5168 0.7408 0.2108
H 2.4295 -0.8482 0.9926
H 0.5035 0.1946 -1.2812
H -1.8793 -2.0666 1.0382
H -1.1487 0.4149 -1.7899
H -1.2421 2.3464 -0.5227
H -1.2454 1.3955 0.8598
*
```

The calculation puts the gap between HOMO and LUMO at 8.7 eV. Its total energy is -341.8094 Ha. For the HOMO energy, the calculation gives -8.04 eV. Its energy above the lowest of the compared OMol25 structures with the same formula, charge and spin is 5.285 eV.

DFT (ωB97M-V/def2-TZVPD) results for 2 unconnected molecules or ions with the total composition C4H9NO2 in a non-equilibrium geometry.

```
! RIJCOSX wB97M-V def2-TZVPD def2/J DEFGRID3
* xyz 0 1
C 0.5645 -1.4999 0.2965
O 0.7382 -1.7112 1.5769
C 0.6990 0.0377 0.1277
C 1.0256 0.4216 -1.3279
C -0.3655 0.7759 -0.6428
N -0.4255 2.1751 -0.2425
O -1.3759 0.2542 -1.1695
H -0.4393 -1.7461 -0.1347
H 1.3077 -2.0128 -0.3491
H -1.5655 -1.4464 2.0294
H 1.1715 0.5811 0.9399
H -2.0009 -1.6374 2.5808
H 1.6117 1.3060 -1.5568
H 0.9053 -0.3510 -2.0733
H -1.1679 2.5970 -0.7910
H -0.6831 2.2562 0.7363
*
```

The calculation puts the gap between HOMO and LUMO at 5.4 eV. Its total energy is -362.7858 Ha. For the HOMO energy, the calculation gives -8.81 eV. Its energy above the lowest of the compared OMol25 structures with the same formula, charge and spin is 8.157 eV.

DFT (ωB97M-V/def2-TZVPD) results for a gas-phase ion, C5H13N2 (charge +1) in a non-equilibrium geometry.

```
! RIJCOSX wB97M-V def2-TZVPD def2/J DEFGRID3
* xyz 1 1
C -0.8416 -1.9018 -0.6359
C -1.3931 -0.4822 -0.7756
C -0.3687 0.6537 -0.5049
C 0.7534 0.2991 0.4021
C 1.3414 1.1815 1.2000
N 2.3441 0.7741 2.2017
N -2.0437 -0.1971 -2.0336
H 0.1704 -1.9601 -1.0620
H -1.4073 -2.5627 -1.2924
H -0.8692 -2.3060 0.3751
H -2.1527 -0.3398 -0.0133
H -0.8835 1.5221 -0.1046
H 0.0130 0.9738 -1.4759
H 1.2622 -0.6490 0.2445
H 0.7834 2.0753 1.4362
H 2.3530 -0.2357 2.3740
H 2.0711 1.1187 3.1282
H 3.2789 1.1328 1.9882
H -3.0272 -0.4265 -2.0296
H -1.6369 -0.6826 -2.8266
*
```

The calculation puts the gap between HOMO and LUMO at 8.4 eV. Its total energy is -307.5310 Ha. For the HOMO energy, the calculation gives -12.28 eV. Its energy above the lowest of the compared OMol25 structures with the same formula, charge and spin is 2.465 eV. Its SMILES is C[C@H](N)C/C=C/[NH3+].

DFT (ωB97M-V/def2-TZVPD) results for 2 unconnected molecules or ions with the total composition C9H14.

```
! RIJCOSX wB97M-V def2-TZVPD def2/J DEFGRID3
* xyz 0 1
C -0.1214 3.2206 0.9684
C -0.1972 3.6744 2.4259
H 0.2085 4.0309 0.3190
H 0.5799 2.3916 0.8701
H -1.0961 2.8957 0.6029
H 0.7671 4.0602 2.7579
H -0.9283 4.4720 2.5532
H -0.4847 2.8466 3.0752
C 0.8150 -3.2245 0.6787
C -0.2268 -0.0506 -1.1421
C -0.5784 -0.5455 -2.3872
C 0.2157 -0.9174 -0.1522
C 0.3125 -2.2829 -0.3915
C -0.4890 -1.9084 -2.6385
C -0.0491 -2.7671 -1.6446
H -0.3181 1.0090 -0.9363
H -0.9310 0.1239 -3.1631
H 0.4913 -0.5263 0.8212
H -0.7693 -2.2790 -3.6181
H 0.2476 -4.1546 0.6415
H 0.6700 -2.7940 1.6700
H 0.0095 -3.8324 -1.8443
H 1.8723 -3.4423 0.5338
*
```

The calculation puts the gap between HOMO and LUMO at 10.0 eV. Its total energy is -351.3278 Ha. For the HOMO energy, the calculation gives -9.04 eV. Its energy above the lowest of the compared OMol25 structures with the same formula, charge and spin is 0.066 eV. Its SMILES is Cc1ccccc1.CC.

energy above the lowest of the compared OMol25 structures with the same formula, charge and spin of number 3 (C49H47CaN4O7PS)? 0.807 eV

Number 2 is which compound? C5H13N

Copy entry 2 word for word.
DFT (ωB97M-V/def2-TZVPD) results for a molecular structure, C5H13N in a non-equilibrium geometry.

```
! RIJCOSX wB97M-V def2-TZVPD def2/J DEFGRID3
* xyz 0 1
C 0.5841 0.4873 -1.5244
C -0.5586 -0.2183 -1.2142
C -0.5789 -1.5353 -0.5835
C -0.6993 1.0882 -0.1850
C 0.3171 1.5626 0.8332
N 0.8179 -1.3945 1.6799
H 1.5472 0.1773 -1.1375
H 0.6208 1.1727 -2.3667
H -1.3522 -0.1461 -1.9591
H -0.1519 -2.3285 -1.1922
H -1.5730 -1.8969 -0.4013
H 1.0215 -2.3157 2.0341
H -1.1476 1.9011 -0.7298
H -1.5813 0.6694 0.3209
H -0.1976 2.1395 1.5983
H 1.0848 2.2018 0.3852
H 0.8826 0.7626 1.3054
H 0.1953 -1.4844 0.5970
H 0.7693 -0.8429 2.5396
*
```

The calculation puts the gap between HOMO and LUMO at 5.8 eV. Its total energy is -252.8175 Ha. For the HOMO energy, the calculation gives -6.45 eV. Its energy above the lowest of the compared OMol25 structures with the same formula, charge and spin is 6.684 eV.

Please write out number 8 again, unchanged.
DFT (ωB97M-V/def2-TZVPD) results for 2 unconnected molecules or ions with the total composition C9H14.

```
! RIJCOSX wB97M-V def2-TZVPD def2/J DEFGRID3
* xyz 0 1
C -0.1214 3.2206 0.9684
C -0.1972 3.6744 2.4259
H 0.2085 4.0309 0.3190
H 0.5799 2.3916 0.8701
H -1.0961 2.8957 0.6029
H 0.7671 4.0602 2.7579
H -0.9283 4.4720 2.5532
H -0.4847 2.8466 3.0752
C 0.8150 -3.2245 0.6787
C -0.2268 -0.0506 -1.1421
C -0.5784 -0.5455 -2.3872
C 0.2157 -0.9174 -0.1522
C 0.3125 -2.2829 -0.3915
C -0.4890 -1.9084 -2.6385
C -0.0491 -2.7671 -1.6446
H -0.3181 1.0090 -0.9363
H -0.9310 0.1239 -3.1631
H 0.4913 -0.5263 0.8212
H -0.7693 -2.2790 -3.6181
H 0.2476 -4.1546 0.6415
H 0.6700 -2.7940 1.6700
H 0.0095 -3.8324 -1.8443
H 1.8723 -3.4423 0.5338
*
```

The calculation puts the gap between HOMO and LUMO at 10.0 eV. Its total energy is -351.3278 Ha. For the HOMO energy, the calculation gives -9.04 eV. Its energy above the lowest of the compared OMol25 structures with the same formula, charge and spin is 0.066 eV. Its SMILES is Cc1ccccc1.CC.